a) Entry from the Open Molecules 2025 dataset: a structure of composition C34H40I2N7O6PS2Sr (ωB97M-V with the def2-TZVPD basis set).

```
! RIJCOSX wB97M-V def2-TZVPD def2/J DEFGRID3
* xyz 0 1
Sr -1.14593 -0.74482 0.58633
I -0.99043 1.62368 3.32106
C 1.03077 1.62167 4.00565
I 2.20545 3.12223 3.08847
H 1.44856 0.65178 3.76887
H 1.00781 1.81111 5.07026
O -0.28096 7.22538 0.64560
C -1.20044 6.78778 -0.23463
O -1.83212 7.57353 -0.88343
C -1.39327 5.30532 -0.34370
C -2.53704 4.85626 -1.00118
C -2.78748 3.50484 -1.12869
C -1.88605 2.57826 -0.59996
C -0.71133 3.02294 -0.00242
C -0.47742 4.37713 0.13953
N -2.05424 1.17990 -0.69294
C -3.20393 0.65534 -0.83554
C -3.38356 -0.78664 -1.07737
C -4.65468 -1.30137 -1.27581
C -4.79065 -2.65560 -1.55507
C -3.66390 -3.45352 -1.57207
C -2.43410 -2.85399 -1.32236
N -2.28716 -1.55150 -1.13766
H 0.11386 6.49932 1.14207
H -3.21575 5.58930 -1.41489
H -3.66787 3.17454 -1.66542
H 0.01353 2.29049 0.33199
H 0.45550 4.67615 0.60530
H -4.12678 1.23963 -0.80465
H -5.51719 -0.65110 -1.21241
H -5.76992 -3.08397 -1.72273
H -3.72598 -4.52076 -1.72681
H -1.52319 -3.43612 -1.25413
O -3.11346 -3.19399 1.17986
S -2.91029 -2.06362 2.04323
O -3.30478 -0.77128 1.49150
N -1.36939 -1.91992 2.53436
C -1.28355 -2.06163 3.87753
S 0.10301 -1.87593 4.74824
C -2.58733 -2.38295 4.52495
C -2.83917 -2.68735 5.85191
C -4.14500 -2.97442 6.22345
C -5.18350 -2.96313 5.29426
C -4.93396 -2.66413 3.96231
C -3.63022 -2.37134 3.61837
H -2.02738 -2.70136 6.56611
H -4.36265 -3.21831 7.25503
H -6.19199 -3.19307 5.61059
H -5.72551 -2.66221 3.22436
C 3.51595 4.62012 -3.16203
C 2.65865 4.38164 -1.92087
P 2.54159 2.65157 -1.24437
C 4.34305 2.21311 -1.18319
C 4.59301 0.84750 -0.54092
C 1.99983 1.76038 -2.78543
C 1.39151 0.38233 -2.50740
H 3.43312 5.66000 -3.48387
H 3.19551 3.99040 -3.99284
H 4.56914 4.41976 -2.96647
H 1.62666 4.68645 -2.12296
H 3.01091 5.01023 -1.09696
H 4.82803 2.99225 -0.58768
H 4.76946 2.24473 -2.18871
H 4.22970 0.82875 0.48700
H 5.65891 0.61244 -0.53583
H 4.08181 0.05615 -1.09219
H 2.84471 1.65464 -3.47135
H 1.25768 2.39937 -3.27349
H 2.11775 -0.28500 -2.04499
H 1.05334 -0.08297 -3.43672
H 0.53908 0.42955 -1.82655
O 0.78483 0.07001 0.91498
N 1.89476 -0.17970 1.52117
C 2.20003 -1.40188 1.83944
C 1.46758 -2.62199 1.59003
N 1.00849 -3.66184 1.41450
C 3.44595 -1.58536 2.53033
N 4.44152 -1.76666 3.07612
C 3.17025 -4.54589 -2.87031
N 2.54826 -3.47696 -2.11253
C 3.39367 -2.88537 -1.08761
C 1.22438 -3.18847 -2.15218
C 0.42319 -3.82408 -3.27025
O 0.69668 -2.42859 -1.34654
H 4.19946 -4.26450 -3.09160
H 2.65846 -4.72787 -3.80990
H 3.18992 -5.47673 -2.29508
H 3.69406 -3.63480 -0.35140
H 2.84352 -2.09945 -0.58525
H 4.28918 -2.46756 -1.55091
H 0.33132 -4.90052 -3.11590
H 0.89152 -3.65173 -4.23835
H -0.56548 -3.37597 -3.27827
*
```

Values from the calculation:
LUMO level: -1.3 eV
E_HOMO: -8.1 eV


b) Entry from the Open Molecules 2025 dataset: a structure of composition C34H40I2N7O6PS2Sr (ωB97M-V with the def2-TZVPD basis set).

```
! RIJCOSX wB97M-V def2-TZVPD def2/J DEFGRID3
* xyz 0 1
Sr -1.69183 0.64757 -0.37760
I 1.51446 3.06572 1.86744
C 1.38592 4.06871 -0.01802
I -0.43409 3.57033 -1.05092
H 2.24500 3.75898 -0.60273
H 1.40406 5.13712 0.17252
O 3.26078 -4.56773 4.08369
C 2.93907 -3.45838 4.77515
O 3.38130 -3.28115 5.87819
C 2.01764 -2.49186 4.11211
C 1.86686 -1.23007 4.69094
C 0.99790 -0.30460 4.15263
C 0.24260 -0.63138 3.02007
C 0.40514 -1.88281 2.42561
C 1.28033 -2.80057 2.96612
N -0.69116 0.24679 2.49554
C -1.51438 0.79158 3.29438
C -2.49041 1.77495 2.86640
C -3.40835 2.28785 3.78153
C -4.34113 3.21039 3.34312
C -4.29341 3.61653 2.02190
C -3.32908 3.06464 1.18709
N -2.46290 2.15731 1.58616
H 2.86444 -4.58836 3.20300
H 2.43879 -0.99767 5.57538
H 0.92043 0.69204 4.56421
H -0.20136 -2.09951 1.55753
H 1.35297 -3.77073 2.49083
H -1.55114 0.52728 4.36119
H -3.39633 1.95455 4.80667
H -5.08259 3.60808 4.01784
H -4.99211 4.34145 1.63659
H -3.27863 3.37762 0.15482
O -2.70217 2.88145 -2.25513
S -3.30135 1.55817 -2.21264
O -3.81448 1.19597 -0.91504
N -2.27917 0.40015 -2.66436
C -2.69551 -0.18169 -3.78110
S -1.98851 -1.48367 -4.51000
C -3.88424 0.44400 -4.38594
C -4.42992 0.18733 -5.63501
C -5.46670 0.99579 -6.07327
C -5.94977 2.03212 -5.28472
C -5.43488 2.26236 -4.01506
C -4.41593 1.44668 -3.58616
H -4.01615 -0.58876 -6.26239
H -5.88234 0.84701 -7.05887
H -6.71644 2.68483 -5.67155
H -5.79723 3.07238 -3.40065
C 4.80483 -2.79501 0.19413
C 3.48480 -2.05244 0.02341
P 3.35312 -0.27895 0.60063
C 4.32448 -0.43691 2.18646
C 4.40308 0.86589 2.96770
C 4.71011 0.42974 -0.48769
C 4.45726 1.89733 -0.80272
H 4.71906 -3.77439 -0.27536
H 5.03801 -2.94241 1.24568
H 5.63242 -2.26516 -0.27176
H 2.69438 -2.59742 0.54267
H 3.21176 -2.02186 -1.03417
H 5.33460 -0.78400 1.96018
H 3.82383 -1.19847 2.78767
H 4.84283 1.65716 2.36381
H 5.02311 0.73088 3.85056
H 3.41561 1.18965 3.28806
H 4.71570 -0.14188 -1.41924
H 5.68608 0.32294 -0.00911
H 3.51478 1.99915 -1.33753
H 5.25836 2.30735 -1.41874
H 4.39592 2.47063 0.11965
O -1.83497 -1.30979 0.32556
N -2.73054 -2.22849 0.14040
C -3.91274 -2.09736 0.67674
C -4.35087 -1.01122 1.47649
N -4.70467 -0.16380 2.16801
C -4.86149 -3.12858 0.49315
N -5.65558 -3.94776 0.37260
C 1.28455 -1.97441 -3.78890
N 0.85917 -1.45447 -2.50777
C 0.39320 -2.42865 -1.54643
C 0.67721 -0.15617 -2.27528
C 0.97395 0.78977 -3.41408
O 0.31299 0.27672 -1.17007
H 1.52663 -3.02919 -3.67671
H 2.17048 -1.45312 -4.15326
H 0.48365 -1.89397 -4.52880
H -0.57298 -2.83794 -1.85738
H 0.27149 -1.92531 -0.58665
H 1.11808 -3.23865 -1.45875
H 2.02625 0.76242 -3.68627
H 0.71038 1.79944 -3.11532
H 0.38772 0.51993 -4.28908
*
```

Values from the calculation:
LUMO level: -0.7 eV
E_HOMO: -8.4 eV


The winner here is b), beating the second structure by 68.5 kJ/mol.


a) Entry from the Open Molecules 2025 dataset: an isolated molecule of C2H5O2P (ωB97M-V with the def2-TZVPD basis set).

```
! RIJCOSX wB97M-V def2-TZVPD def2/J DEFGRID3
* xyz 0 1
C 1.13044 -0.42172 -0.26366
C 0.08185 0.55979 0.65685
O -2.48212 0.98244 -0.52136
O 0.90106 -0.46995 -1.57685
P -1.37962 0.12726 -0.29083
H 2.21753 -0.11819 -0.25631
H 1.01270 -1.33847 0.17611
H 0.01136 0.22858 1.70708
H 0.19505 1.66741 0.65992
H -1.68825 -1.21715 -0.29094
*
```

Values from the calculation:
LUMO level (spin up / spin down): -1.4 / -1.5 eV
E_HOMO (spin up / spin down): -8.9 / -8.5 eV


b) Entry from the Open Molecules 2025 dataset: a cluster of 2 separate species, C2H5O2P in total (ωB97M-V with the def2-TZVPD basis set).

```
! RIJCOSX wB97M-V def2-TZVPD def2/J DEFGRID3
* xyz 0 1
C 0.10519 0.31255 -0.21357
C 1.49365 -0.34816 -0.45269
O 0.00305 1.45559 0.22442
O -2.54537 0.31306 -0.12992
P -1.40709 -0.84191 -0.07413
H 2.22332 0.44996 -0.53769
H 1.31669 -0.97406 -1.28124
H 1.69078 -0.92980 0.39876
H -2.12211 1.18799 0.26349
H -0.75811 -0.62522 1.80258
*
```

Values from the calculation:
LUMO level: -0.4 eV
E_HOMO: -9.6 eV


The winner here is b), beating the second structure by 160.4 kJ/mol.


a) Entry from the Open Molecules 2025 dataset: a cluster of 2 separate species, C3H9N2S in total (ωB97M-V with the def2-TZVPD basis set).

```
! RIJCOSX wB97M-V def2-TZVPD def2/J DEFGRID3
* xyz 1 1
C 1.70887 -1.00326 -0.01113
C 2.55120 0.25553 -0.01010
C 0.14130 0.75391 0.24867
N -3.48194 0.36033 -0.06557
N 0.36409 -0.47765 -0.20739
S 1.47187 1.53614 0.80723
H 2.03351 -1.57871 -0.98842
H 1.85392 -1.69774 0.84547
H 3.43151 0.09290 0.61978
H 2.83177 0.57944 -0.99249
H -0.85519 1.11836 0.20661
H -3.95485 0.84564 -0.82500
H -3.98257 -0.53174 -0.06569
H -0.39135 -1.12423 -0.39028
H -3.72214 0.87109 0.82833
*
```

Values from the calculation:
LUMO level: -4.6 eV
E_HOMO: -13.9 eV


b) Entry from the Open Molecules 2025 dataset: a cluster of 2 separate species, C3H9N2S in total (ωB97M-V with the def2-TZVPD basis set).

```
! RIJCOSX wB97M-V def2-TZVPD def2/J DEFGRID3
* xyz 1 1
C -0.59171 -1.43407 0.14970
C -2.45901 0.03133 0.19432
C 0.06718 -0.06876 -0.07208
N 3.19489 1.24864 -0.02303
N -1.96453 -1.21566 -0.16772
S -0.94119 1.26104 -0.03461
H 0.03086 -2.15901 -0.30853
H -0.68587 -1.63686 1.27756
H -3.30361 0.33131 -0.43175
H -2.76789 0.05443 1.25876
H 1.15338 0.29077 -0.20816
H 3.38081 1.97879 0.68569
H 4.11740 0.93761 -0.26943
H 2.74035 1.74129 -0.84925
H -1.97106 -1.36084 -1.20147
*
```

Values from the calculation:
LUMO level: -5.9 eV
E_HOMO: -14.0 eV


The winner here is a), beating the second structure by 161.4 kJ/mol.